(1)
C7H14N2OPPd | wB97M-V/def2-TZVPD

Computed properties:
M   279.6 g mol⁻¹
Total charge   -1
HOMO energy (spin up / spin down)   0.78 / -4.18 eV
Largest force on an atom   0.0569 Eh/bohr
Spin multiplicity   3
Energy relative to the best compared isomer or geometry (same formula, charge and spin)   65.6 kJ/mol

The geometry in XYZ format:
```
26
Properties=species:S:1:pos:R:3:forces:R:3
C 0.356730 -0.310181 -2.499895 -0.502 -1.882 -2.184
C -0.451200 -1.194670 -3.237313 0.167 1.973 1.187
C -0.020304 -2.539280 -3.078496 1.167 -0.153 0.883
C 1.153506 -2.503664 -2.262223 0.358 1.211 -0.063
C 1.456108 -1.135508 -2.002367 -0.551 -1.823 0.216
Pd 0.191469 1.613704 -0.299355 -0.381 -0.103 -0.496
P -0.011616 3.620656 -1.030543 0.372 -0.848 0.367
H 0.306989 0.772354 -2.503234 -0.023 -0.139 0.111
H -1.325875 -0.860004 -3.735628 -0.638 0.009 -0.489
H -0.464548 -3.449206 -3.499526 0.114 0.563 0.198
H 2.338363 -0.742463 -1.523704 0.006 -0.101 0.223
H 1.721359 -3.359155 -1.906150 -0.076 0.252 -0.227
H -1.086005 4.185216 -0.313510 -0.006 0.462 -0.377
H -0.473986 3.646583 -2.375307 0.077 0.795 0.185
H 0.941374 4.682954 -0.939583 -0.520 -0.095 -0.390
C -1.631797 -1.240056 3.476224 -0.103 -0.051 -0.214
N -0.471959 -0.406866 3.234472 0.087 -0.025 -0.749
C 0.018708 0.101896 2.065384 -0.762 -0.589 -0.077
N 1.017926 0.983069 2.224431 0.485 -0.189 0.291
O -0.385245 -0.188998 0.901262 -0.055 0.097 1.162
H -1.838711 -1.897558 2.627601 0.152 0.155 0.066
H -2.547995 -0.652012 3.676145 0.396 -0.124 -0.089
H -1.424271 -1.868286 4.358513 -0.063 0.199 -0.278
H -0.039893 -0.018959 4.067146 0.039 0.092 0.208
H 1.292778 1.559256 1.441096 0.177 0.115 -0.050
H 1.378099 1.201172 3.134567 0.084 0.200 0.585
```
Forces are in eV/Å.

---

(2)
C7H10O2S | wB97M-V/def2-TZVPD

Computed properties:
M   158.2 g mol⁻¹
HOMO energy   -8.46 eV
SMILES   CS/C=C(\C)O.C#CC=O
Largest force on an atom   0.0246 Eh/bohr
Energy relative to the best compared isomer or geometry (same formula, charge and spin)   183.0 kJ/mol

The geometry in XYZ format:
```
20
Properties=species:S:1:pos:R:3:forces:R:3
C 1.388790 0.010281 1.840927 0.017 -0.305 -0.368
S 1.669809 -1.004884 0.349752 -0.211 0.208 0.017
C 0.314303 -0.443467 -0.644525 0.683 -0.090 0.253
C -0.935759 -0.884189 -0.523334 0.047 -0.023 -0.009
C -1.398361 -1.959079 0.402509 -0.109 0.178 -0.171
O -1.947437 -0.366583 -1.269686 -0.298 -0.099 -0.045
H 0.535338 -0.381272 2.389239 -0.009 0.071 0.089
H 1.212003 1.039847 1.545831 0.019 0.086 0.070
H 2.289211 -0.063595 2.442883 0.041 0.043 0.127
H 0.572301 0.324655 -1.361325 -0.212 0.054 -0.117
H -2.098968 -1.542166 1.126685 -0.019 -0.021 0.034
H -1.926871 -2.720811 -0.170400 -0.032 -0.035 0.008
H -0.552726 -2.406331 0.916021 -0.012 -0.003 0.009
H -1.622550 0.356064 -1.821998 0.100 -0.051 0.113
C -0.061112 2.706784 -3.252502 0.684 0.074 0.550
C 0.582986 2.890466 -2.254095 -1.114 -0.086 -0.592
C 1.270792 3.124202 -1.018929 0.989 0.005 0.319
O 0.741463 3.280556 0.049506 -0.088 -0.016 -0.096
H -0.538812 2.532237 -4.172508 -0.332 -0.060 -0.456
H 2.372822 3.130290 -1.147672 -0.145 0.069 0.264
```
Forces are in eV/Å.

---

(3)
C5H8N2 | wB97M-V/def2-TZVPD

Computed properties:
M   96.1 g mol⁻¹
HOMO energy   -8.75 eV
SMILES   C=C(C)CNC#N
Largest force on an atom   0.0437 Eh/bohr
Energy relative to the best compared isomer or geometry (same formula, charge and spin)   274.1 kJ/mol

The geometry in XYZ format:
```
15
Properties=species:S:1:pos:R:3:forces:R:3
C 1.140574 0.826792 -0.455370 -0.367 1.726 0.066
C -0.117465 0.759363 0.018028 0.451 0.991 0.009
C -1.341306 1.141135 -0.756019 0.026 0.047 -0.062
C -0.267540 -0.133380 1.218773 0.058 0.158 -0.275
N -0.020933 -1.329174 0.397965 0.218 -0.850 0.412
C 1.200506 -1.411905 -0.183494 0.125 -2.229 0.256
N 2.164616 -1.912344 -0.605136 -0.562 0.729 0.001
H 1.973436 0.943184 0.221859 0.154 -0.679 0.084
H 1.367228 0.931734 -1.508156 -0.116 0.556 -0.030
H -1.384404 2.233140 -0.705142 -0.218 -0.070 -0.169
H -1.266812 0.855250 -1.807454 -0.025 0.048 0.037
H -2.275825 0.754861 -0.337042 0.221 -0.095 -0.066
H -1.260006 -0.186746 1.683562 0.223 0.050 -0.356
H 0.484935 0.002347 2.012982 -0.139 -0.046 -0.356
H -0.522814 -2.191079 0.477976 -0.049 -0.335 0.448
```
Forces are in eV/Å.

---

(4)
C46H40N3O2PS2Se2V | wB97M-V/def2-TZVPD

Computed properties:
M   970.8 g mol⁻¹
Total charge   +1
HOMO energy (spin up / spin down)   -9.96 / -10.06 eV
Largest force on an atom   0.0595 Eh/bohr
Spin multiplicity   3
Energy relative to the best compared isomer or geometry (same formula, charge and spin)   0.0 kJ/mol

The geometry in XYZ format:
```
97
Properties=species:S:1:pos:R:3:forces:R:3
V -1.914315 0.825456 -0.455571 -1.309 2.012 -1.895
C -0.635416 2.743203 -4.186828 1.179 0.447 -0.635
C -0.555434 2.515354 -2.804941 -1.779 -0.139 0.198
N -1.663826 2.284504 -2.077459 0.176 -0.908 -0.684
C -2.885261 2.252441 -2.700946 -0.899 -0.042 0.107
C -3.026622 2.541866 -4.082393 -1.349 -0.242 0.243
C -1.853558 2.721243 -4.833082 0.298 0.352 0.620
C -4.370147 2.588892 -4.641003 0.868 0.395 -0.024
C -5.459497 2.216964 -3.891577 -0.124 0.265 -0.869
C -5.315582 1.839024 -2.541874 0.425 0.030 0.784
C -4.079776 1.862633 -1.914229 0.177 0.416 -1.182
N -3.815235 1.440836 -0.627913 2.249 -1.133 0.285
C -4.238217 1.896724 0.617598 -0.500 0.352 0.164
C -5.516705 1.758815 1.179554 0.874 0.818 -0.076
C -5.727362 2.139900 2.537795 0.787 0.625 0.140
C -4.683718 2.702875 3.256364 -0.094 -0.191 0.045
C -3.377601 2.927965 2.694026 -0.028 -0.437 -0.344
C -2.254380 3.463349 3.379156 0.827 -0.404 -1.024
C -0.987127 3.487116 2.765734 -0.636 0.731 1.407
C -0.823542 2.873686 1.535815 -0.444 -0.478 -0.944
N -1.865293 2.387834 0.871553 -0.416 0.135 0.524
C -3.133842 2.479405 1.364770 -1.111 -0.404 1.446
H 0.300705 2.981357 -4.755394 -1.004 -0.482 0.637
H 0.361656 2.451762 -2.251733 0.474 0.106 -0.085
H -1.906124 2.862951 -5.900648 -0.046 0.087 -0.139
H -4.453290 3.058496 -5.636354 -0.168 -0.749 0.439
H -6.462711 2.187886 -4.364500 0.783 0.204 0.459
H -6.193645 1.560390 -1.951174 0.341 -0.032 -0.283
H -6.373538 1.460425 0.574816 0.441 -0.289 0.090
H -6.712565 2.043194 3.029716 0.699 -0.092 -0.485
H -4.834761 2.911945 4.313890 0.045 0.230 -0.226
H -2.366223 3.782379 4.396061 -0.024 0.320 0.330
H -0.125291 3.966427 3.261749 -0.589 -0.521 -0.222
H 0.135313 2.670637 1.046360 -0.124 0.311 0.534
O 2.169176 1.370867 1.725206 0.314 0.202 0.222
S 3.060931 2.536151 2.040788 0.489 -0.080 -1.722
C 3.926126 3.011976 0.397074 -0.081 0.120 0.511
C 5.292065 2.453818 -0.064791 0.324 -0.062 0.031
C 5.533046 0.928145 -0.270981 -0.779 -0.306 0.894
C 5.643240 0.435775 -1.717944 0.802 -1.158 0.434
S 4.200464 -0.472817 -2.384709 0.886 1.002 -0.551
O 3.183088 0.598170 -2.356856 -1.303 0.285 0.134
C 3.894183 -1.666869 -1.129391 -1.108 -0.470 0.955
C 4.725491 -2.781216 -1.114056 -0.528 0.549 0.363
C 4.484734 -3.797901 -0.208627 0.756 -0.634 0.144
C 3.361066 -3.752309 0.590948 -0.946 0.640 0.047
C 2.498717 -2.637769 0.598664 0.794 0.049 -0.013
C 2.769509 -1.570086 -0.274720 0.173 0.161 -0.030
C 4.489621 1.975904 2.936866 0.608 -0.636 -0.046
C 4.646521 0.617314 3.182263 -0.590 -0.179 0.198
C 5.624543 0.194503 4.082546 -0.172 -0.576 -0.039
C 6.416690 1.134486 4.717235 0.450 -0.199 -0.053
C 6.333714 2.491455 4.381289 0.617 -0.225 0.520
C 5.410647 2.895843 3.440435 -0.532 0.528 0.088
H 4.052013 4.097158 0.549420 -0.097 -0.275 -0.272
H 3.125918 2.842069 -0.326344 0.004 -0.063 0.035
H 6.021831 2.811670 0.680436 -0.080 -0.056 -0.447
H 5.522197 2.945995 -1.041658 -0.171 -0.034 0.815
H 4.722252 0.360833 0.210856 -0.006 0.216 -0.049
H 6.412801 0.599792 0.319296 -0.259 0.380 -0.547
H 6.477994 -0.293875 -1.812233 -0.257 0.654 -0.090
H 5.767080 1.264133 -2.416987 0.071 -0.224 -0.160
H 5.523492 -2.813220 -1.820373 0.661 -0.201 -0.273
H 5.222948 -4.608443 -0.069998 -0.668 0.335 -0.400
H 3.062889 -4.601039 1.180455 0.302 -0.169 0.413
H 1.734416 -2.608333 1.392921 0.085 0.162 -0.870
H 2.139975 -0.660971 -0.317359 0.448 -0.619 0.099
H 3.941358 -0.088760 2.729668 0.242 0.270 0.173
H 5.743468 -0.882981 4.330237 -0.140 0.937 -0.298
H 7.149625 0.745139 5.421858 -0.110 0.449 0.024
H 6.983260 3.222624 4.892143 -0.345 -0.453 -0.502
H 5.369378 3.944902 3.140689 -0.162 -0.193 0.196
Se -1.372587 -0.816606 1.149465 -0.222 -2.001 0.500
P -1.883804 -2.279857 -0.542302 0.489 1.634 -0.144
Se -1.374599 -0.839320 -2.213807 0.001 -1.672 0.166
C -1.169533 -3.902530 -0.364990 1.245 -1.885 0.024
C -0.161222 -4.400680 -1.211200 -0.067 0.201 -0.424
C 0.277255 -5.734171 -1.187070 -0.457 -0.006 0.443
C -0.217656 -6.571831 -0.194648 -0.716 -0.639 -0.052
C -1.208163 -6.106873 0.681464 0.528 -0.063 0.613
C -1.665077 -4.812436 0.613873 0.120 0.934 -0.981
C -3.634770 -2.605653 -0.671450 -2.057 -0.365 1.149
C -4.459408 -2.388367 0.456086 0.158 0.591 -0.961
C -5.851799 -2.359040 0.341723 0.567 0.015 1.428
C -6.458661 -2.733959 -0.827872 -1.376 0.837 -0.286
C -5.686433 -3.076832 -1.919186 0.313 -1.187 -0.148
C -4.299861 -3.068543 -1.813763 0.940 0.306 -1.388
H 0.282084 -3.771420 -1.974017 -0.167 0.234 0.009
H 0.929886 -6.123442 -1.973002 -0.020 0.323 0.437
H 0.010606 -7.647913 -0.120720 0.279 0.725 -0.240
H -1.581056 -6.737068 1.499382 0.113 0.125 -0.577
H -2.445075 -4.499656 1.270703 -0.430 0.195 0.444
H -3.994629 -2.126118 1.381640 0.121 0.285 0.504
H -6.428553 -2.035289 1.227051 0.262 -0.371 -0.636
H -7.559397 -2.633998 -0.903859 0.793 -0.363 -0.047
H -6.154855 -3.508422 -2.810794 0.242 0.481 0.236
H -3.716276 -3.350014 -2.714290 -0.348 0.246 0.658
```
Forces are in eV/Å.

---

(5)
C3H4FN | wB97M-V/def2-TZVPD

Computed properties:
M   73.1 g mol⁻¹
HOMO energy (spin up / spin down)   -11.27 / -11.27 eV
Largest force on an atom   0.1549 Eh/bohr
Energy relative to the best compared isomer or geometry (same formula, charge and spin)   302.7 kJ/mol

The geometry in XYZ format:
```
9
Properties=species:S:1:pos:R:3:forces:R:3
C -2.055430 0.178759 -0.011989 3.432 -1.008 -2.359
C -0.234760 -0.505014 -1.109182 -1.401 0.212 7.841
C 0.819884 0.505499 -0.832914 -0.059 1.306 -3.197
N -3.039616 0.334380 0.554071 -0.727 0.193 0.463
F 1.029004 0.641927 0.486746 0.210 0.272 0.361
H -0.287963 -1.375339 -0.355815 0.461 1.210 -1.752
H -0.626507 -0.612064 -2.011862 -1.551 -0.549 -3.912
H 0.511035 1.542971 -1.399177 0.947 -2.336 1.712
H 1.775859 0.100592 -1.360969 -1.313 0.699 0.843
```
Forces are in eV/Å.

---

(6)
C6H13N2O | wB97M-V/def2-TZVPD

Computed properties:
M   129.2 g mol⁻¹
Total charge   +1
HOMO energy   -14.09 eV
Largest force on an atom   0.1082 Eh/bohr
Energy relative to the best compared isomer or geometry (same formula, charge and spin)   521.6 kJ/mol

The geometry in XYZ format:
```
22
Properties=species:S:1:pos:R:3:forces:R:3
C 0.342599 0.219438 -0.329642 -2.658 3.483 -1.933
C -1.751164 0.480159 -2.223120 -3.432 1.927 -0.004
C -1.058947 1.519570 -1.396229 0.787 -5.412 1.023
C -0.788955 -0.884487 2.883450 3.156 -1.397 -4.361
C 2.450490 -0.784718 -1.190780 -0.347 0.829 -0.537
C -0.663815 0.338188 1.914323 -0.015 -0.642 2.236
N 0.305999 -0.116444 0.936158 2.358 0.535 -1.563
N 1.214183 0.015516 -1.277159 0.585 -0.493 0.214
O -0.802427 1.421439 -2.705811 1.676 0.822 0.036
H -1.576627 -0.581672 -2.248418 0.756 -0.066 0.209
H -2.799922 0.760515 -2.609285 1.671 -0.560 0.723
H -1.326834 2.284189 -0.719372 -0.136 1.089 0.022
H -1.409621 -0.717729 3.629588 -2.639 1.126 3.814
H -1.307794 -1.717827 2.291990 1.442 0.631 0.883
H 0.317461 -1.087808 3.287450 -2.635 -0.047 -0.894
H 2.349222 -1.819941 -1.100701 -1.062 -1.801 -0.750
H 2.971805 -0.630123 -0.318512 0.855 1.242 2.630
H 3.233300 -0.556812 -1.882376 -0.280 0.344 -1.178
H -1.534814 0.540309 1.279845 -0.148 0.211 0.842
H -0.377062 1.178871 2.668720 -0.083 -0.770 -2.246
H 1.229995 -0.454499 1.203912 -0.404 -0.304 0.879
H 0.982928 0.593865 -2.094029 0.552 -0.747 -0.045
```
Forces are in eV/Å.